(1)
{"formula": "C13H19N", "method": "ωB97M-V/def2-TZVPD", "species": ["C", "C", "C", "C", "N", "C", "C", "C", "C", "C", "C", "H", "H", "H", "H", "H", "H", "H", "H", "H", "H", "H", "C", "C", "C", "H", "H", "H", "H", "H", "H", "H", "H"], "positions_angstrom": [[2.8447, 1.6172, -2.4263], [1.4881, 0.9271, -2.3222], [1.4966, -0.0171, -1.1587], [2.1948, -1.1776, -1.0520], [2.2106, -1.6270, 0.2703], [1.5364, -0.7133, 1.0539], [1.3766, -0.6367, 2.4424], [0.4767, 0.3052, 2.9572], [-0.1047, 1.2585, 2.1185], [0.1959, 1.2173, 0.7875], [1.0130, 0.2780, 0.1512], [2.9485, 2.3334, -1.6055], [2.9180, 2.3326, -3.2526], [3.7027, 0.9501, -2.5365], [0.6555, 1.6268, -2.2334], [1.2017, 0.3490, -3.2129], [2.5370, -1.9443, -1.7394], [2.8174, -2.3306, 0.6553], [2.0583, -1.1224, 3.1336], [0.5405, 0.3947, 4.0404], [-0.5798, 2.1400, 2.5437], [-0.0112, 2.0801, 0.1360], [-3.6205, -0.6804, 1.1988], [-3.5168, -1.2068, -0.2502], [-2.2308, -0.5547, -0.8011], [-3.4458, 0.3957, 1.2576], [-2.8125, -1.0765, 1.8321], [-4.4711, -0.9235, 1.8600], [-3.4286, -2.2979, -0.3487], [-4.4365, -0.8248, -0.6986], [-2.2010, -0.3941, -1.8856], [-2.0600, 0.4056, -0.3103], [-1.2936, -1.0839, -0.6046]], "smiles": "CCc1c[nH]c2ccccc12.CCC", "homo_lumo_gap_ev": 8.8}


(2)
{"formula": "C7H13MnO2SSe2", "method": "ωB97M-V/def2-TZVPD", "species": ["Mn", "C", "Se", "C", "C", "Se", "C", "H", "H", "H", "H", "H", "H", "H", "H", "H", "H", "S", "C", "C", "O", "C", "O", "H", "H", "H"], "positions_angstrom": [[0.4933, 0.0324, -0.5441], [-1.3850, -2.3813, -2.9722], [-0.1962, -2.1966, -1.4555], [-1.3139, -2.7727, 0.0021], [-2.4500, -1.8179, 0.2870], [-1.8043, -0.0295, 0.7507], [-2.6349, 0.9430, -0.7168], [-2.3513, -1.9205, -2.7863], [-1.4895, -3.4451, -3.1611], [-0.9036, -1.8977, -3.8177], [-0.6280, -2.8352, 0.8466], [-1.6788, -3.7770, -0.2121], [-3.0344, -2.1853, 1.1303], [-3.1253, -1.6912, -0.5569], [-3.6795, 0.6493, -0.7795], [-2.1207, 0.7444, -1.6543], [-2.5800, 2.0031, -0.4800], [2.3131, -1.0265, 2.0412], [1.5022, -0.5551, 0.8518], [-0.0438, 3.2824, 1.3623], [0.3315, 3.1289, -0.0304], [0.3798, 1.9193, -0.4769], [0.7121, 1.6674, -1.6558], [0.0842, 4.3355, 1.5827], [0.6084, 2.6770, 1.9865], [-1.0843, 2.9957, 1.4989]], "s2": 0.885, "homo_lumo_gap_ev": [8.7, 8.1], "spin_multiplicity": 2, "total_charge": 1}


(3)
{"formula": "C2H2N4", "method": "ωB97M-V/def2-TZVPD", "species": ["C", "C", "N", "N", "N", "N", "H", "H"], "positions_angstrom": [[0.9391, -0.6703, 0.9958], [0.4339, -0.3057, -0.2363], [0.4703, -0.4263, 2.0536], [-1.0757, 0.5042, 1.2777], [0.9729, -0.3859, -1.3285], [-0.8355, 0.4980, 0.1251], [0.4948, -0.1223, -2.1183], [-1.3997, 0.9083, -0.7690]], "homo_lumo_gap_ev": 8.2}


(4)
{"formula": "C7H17NO", "method": "ωB97M-V/def2-TZVPD", "species": ["C", "C", "N", "C", "C", "C", "O", "H", "H", "H", "H", "H", "H", "H", "H", "H", "H", "H", "C", "C", "H", "H", "H", "H", "H", "H"], "positions_angstrom": [[0.7174, -1.4437, -0.5038], [-0.4093, -0.4227, -0.5258], [-1.8759, -0.5855, -0.7731], [-2.6641, -1.8087, -1.0116], [-2.5730, 0.5924, -0.8690], [-1.9702, 1.9604, -0.7677], [-3.7972, 0.5959, -1.0243], [0.7068, -1.9804, 0.4587], [1.5736, -0.7797, -0.7290], [0.9239, -2.1798, -1.2012], [-0.3792, 0.2181, 0.3690], [-0.1419, 0.3166, -1.3125], [-3.6149, -1.3385, -1.3056], [-2.3730, -2.4015, -1.8130], [-2.8020, -2.3240, -0.0469], [-1.2223, 2.3742, -1.4519], [-2.7980, 2.6602, -0.9616], [-1.7591, 2.2188, 0.2799], [2.4570, 0.8379, 1.3513], [3.6965, 0.2051, 1.9841], [1.5147, 0.3562, 1.6179], [2.2768, 1.8764, 1.6270], [2.4496, 0.6866, 0.2655], [3.8051, 0.6993, 2.9570], [4.5392, 0.5550, 1.3847], [3.7194, -0.8885, 2.0016]], "smiles": "CCN(C)C(C)=O.CC", "homo_lumo_gap_ev": 9.6}


(5)
{"formula": "C5H7NO", "method": "ωB97M-V/def2-TZVPD", "species": ["C", "C", "O", "C", "C", "C", "N", "H", "H", "H", "H", "H", "H", "H"], "positions_angstrom": [[-1.6735, -1.0493, 0.1510], [-0.2737, -0.5491, 0.0853], [0.7223, -1.4497, 0.3597], [1.8972, -0.7925, 0.2524], [1.6980, 0.5020, -0.0903], [0.2745, 0.6643, -0.2023], [-0.3696, 1.8454, -0.6135], [-2.3700, -0.2540, -0.1327], [-1.8378, -1.8903, -0.5318], [-1.9396, -1.3819, 1.1605], [2.7855, -1.3789, 0.4361], [2.4528, 1.2574, -0.2643], [0.0045, 2.6624, -0.1462], [-1.3706, 1.8142, -0.4639]], "smiles": "Cc1occc1N", "homo_lumo_gap_ev": 8.8}


(6)
{"formula": "C4H3Cl2F3", "method": "ωB97M-V/def2-TZVPD", "species": ["C", "C", "C", "C", "F", "F", "F", "Cl", "Cl", "H", "H", "H"], "positions_angstrom": [[0.1800, 1.6307, 0.5532], [0.5991, 2.3529, 1.6018], [-3.4729, -0.4313, -0.3154], [-0.5286, 0.3509, 0.5064], [0.4772, 2.2534, -0.5912], [1.0260, 3.6189, 1.4856], [0.4360, 1.9307, 2.8686], [-4.2958, 1.0518, -0.5730], [-4.0359, -1.2291, 1.0656], [-0.6197, 0.1095, 1.5022], [-0.0527, -0.4661, -0.1446], [-1.4547, 0.3218, -0.0713]], "homo_lumo_gap_ev": 7.9}


no.,electronic energy (eV)
1,-15278.5212
2,-184403.3062
3,-8061.2175
4,-11070.7832
5,-8835.4832
6,-37389.5143